No. 1
{"formula": "C15H12ClFN2O3S", "method": "the ωB97M-V functional and the def2-TZVPD basis", "species": ["O", "H", "C", "H", "H", "C", "H", "C", "C", "C", "H", "N", "C", "C", "H", "C", "O", "C", "S", "Cl", "C", "H", "C", "N", "H", "H", "C", "H", "C", "H", "H", "C", "F", "C", "O"], "positions_angstrom": [[-3.723, -1.610, -0.131], [-3.145, -4.145, 0.541], [-0.537, 2.895, 1.707], [-1.440, -4.003, 0.047], [0.032, 3.077, 2.604], [2.899, -1.295, -0.971], [2.285, -0.831, 1.039], [-1.770, 1.321, 0.319], [-1.032, 1.630, 1.462], [2.089, -0.459, 0.019], [4.985, -1.101, -1.610], [0.670, -0.455, -0.207], [-0.779, 3.894, 0.781], [2.618, 0.964, -0.067], [2.572, -1.068, -1.988], [-2.001, 2.353, -0.591], [1.972, 1.954, 0.135], [-1.550, -1.263, 0.078], [4.303, 0.946, -0.552], [-2.883, 2.025, -2.033], [4.342, -0.875, -0.763], [-1.690, 4.403, -1.092], [-2.534, -2.217, -0.067], [-3.563, -0.273, -0.013], [-2.741, -4.013, -1.169], [0.255, 0.439, -0.432], [-2.458, -3.689, -0.168], [2.758, -2.358, -0.782], [-0.101, -1.504, 0.177], [4.765, -1.306, 0.143], [-0.392, 4.886, 0.952], [-1.506, 3.628, -0.366], [-0.792, 0.650, 2.355], [-2.284, -0.037, 0.114], [0.379, -2.564, 0.530]], "forces_ev_per_a": [[0.2, -0.9, -0.1], [0.0, -0.1, 0.0], [-0.1, -0.2, 0.1], [0.0, 0.0, 0.0], [0.1, 0.0, 0.1], [-0.1, 0.0, 0.2], [0.1, 0.1, -0.1], [-0.1, 0.2, 0.2], [-0.1, 0.2, -0.1], [-0.2, -0.5, -0.1], [0.0, 0.0, 0.0], [0.2, 0.2, 0.0], [-0.1, -0.2, 0.0], [0.1, -0.1, 0.0], [0.0, 0.0, 0.0], [0.2, 0.0, 0.3], [-0.1, 0.1, 0.0], [-0.9, -0.4, 0.0], [0.3, -0.1, -0.1], [-0.1, 0.1, -0.3], [0.2, 0.4, 0.1], [0.0, 0.1, -0.1], [1.0, 0.5, 0.1], [0.0, 1.3, 0.2], [0.0, 0.0, 0.0], [0.0, -0.1, 0.1], [-0.2, 0.0, 0.0], [0.0, 0.0, 0.0], [-0.1, 0.3, -0.3], [0.0, -0.1, -0.1], [0.0, 0.1, 0.0], [-0.1, 0.0, -0.1], [0.0, 0.1, -0.1], [-0.2, -0.8, 0.0], [0.2, -0.3, 0.2]], "lowdin_charge": [0.042, 0.095, -0.008, 0.079, 0.125, -0.192, 0.176, -0.144, -0.228, -0.295, 0.076, 0.131, -0.060, -0.677, 0.129, -0.595, 0.044, -0.012, 1.005, 0.737, -0.429, 0.105, -0.228, 0.125, 0.095, 0.127, 0.022, 0.120, -0.423, 0.080, 0.113, -0.097, 0.097, -0.220, 0.083], "smiles": "Cc1onc(-c2c(F)cccc2Cl)c1C(=O)N[C@H]1CCSC1=O"}

=====

No. 2
{"formula": "C30H45N3O12", "method": "the ωB97M-V functional and the def2-TZVPD basis", "species": ["H", "H", "H", "H", "C", "O", "C", "O", "C", "C", "O", "C", "H", "H", "O", "C", "C", "H", "N", "H", "H", "C", "H", "H", "C", "O", "O", "N", "H", "H", "O", "H", "H", "H", "O", "H", "H", "C", "H", "C", "C", "C", "O", "H", "C", "C", "O", "O", "C", "N", "H", "C", "C", "O", "H", "H", "H", "H", "C", "C", "H", "C", "C", "H", "H", "H", "H", "H", "H", "H", "H", "H", "C", "C", "H", "H", "H", "C", "C", "H", "C", "H", "C", "H", "H", "H", "C", "C", "H", "H"], "positions_angstrom": [[-10.319, 22.146, 10.826], [-23.092, 15.173, -7.198], [-8.843, 17.050, -11.282], [-20.123, 18.060, -6.278], [-8.589, 19.172, -11.756], [-22.672, 12.579, -7.265], [-12.281, 27.028, 10.060], [-5.044, 17.647, 5.372], [-12.007, 17.225, 0.999], [-19.941, 14.783, -6.124], [-12.540, 18.524, 1.342], [-11.349, 26.637, -4.689], [-11.076, 27.497, -5.283], [-2.496, 16.369, 8.151], [-20.931, 12.070, -6.196], [-11.224, 15.794, -1.785], [-13.072, 25.222, -3.811], [-22.440, 17.452, -7.090], [-8.973, 25.881, -4.616], [-9.544, 25.421, 10.415], [-7.670, 18.783, -12.196], [-21.793, 16.694, -6.674], [-11.968, 16.440, 1.754], [-11.617, 18.755, 3.227], [-2.396, 17.351, 7.713], [-10.723, 18.075, -11.187], [-11.391, 26.749, 9.016], [-21.623, 12.973, -6.692], [-11.287, 17.067, -9.501], [-8.106, 21.797, -10.847], [-8.525, 19.744, -10.493], [-10.746, 22.836, 12.395], [-12.474, 23.275, -2.996], [-0.324, 17.610, 8.517], [-8.040, 25.162, -4.104], [-12.062, 24.758, 8.726], [-10.363, 16.243, -1.290], [-12.720, 26.379, -4.466], [-10.780, 25.480, 7.774], [-1.855, 19.951, 6.611], [-0.901, 19.263, 7.432], [-3.294, 18.011, 6.884], [-12.274, 16.625, -1.430], [-7.662, 21.167, -9.380], [-10.410, 25.641, -4.382], [-22.076, 15.376, -6.894], [-10.983, 24.089, 10.842], [-5.037, 16.448, 7.220], [-9.404, 17.872, -11.727], [-4.573, 17.331, 6.481], [-13.009, 26.241, 10.255], [-10.166, 24.741, 9.833], [-11.162, 25.369, 8.789], [-8.742, 26.808, -5.412], [-6.766, 20.859, -11.003], [-13.079, 15.505, 0.074], [-18.673, 16.260, -5.478], [-10.906, 19.702, 1.919], [-1.168, 18.001, 7.968], [-10.299, 23.056, 11.425], [-13.842, 17.033, -0.215], [-12.867, 16.558, -0.111], [-10.985, 18.050, -9.863], [-10.246, 18.420, -9.152], [-11.729, 27.243, 10.975], [-9.453, 17.360, -12.688], [-14.142, 25.177, -3.672], [-9.276, 23.258, 11.743], [-9.561, 24.045, 9.251], [-9.031, 19.893, -12.444], [-19.109, 14.129, -5.907], [-11.283, 14.744, -1.500], [-10.821, 24.403, -3.824], [-20.507, 17.051, -6.320], [-3.691, 19.611, 5.579], [-12.468, 20.179, 2.576], [-1.613, 20.903, 6.162], [-3.031, 19.249, 6.353], [-21.187, 14.373, -6.581], [-12.774, 27.962, 9.789], [-7.694, 20.878, -10.430], [-13.504, 27.023, -4.837], [-19.648, 16.081, -5.907], [-10.937, 15.970, -2.821], [-11.816, 18.755, -9.862], [-11.025, 17.407, 0.561], [-12.219, 24.201, -3.489], [-11.843, 19.322, 2.324], [-0.041, 19.854, 7.710], [-10.107, 23.609, -3.667]], "forces_ev_per_a": [[0.1, -0.1, -0.2], [0.1, -0.5, -0.2], [0.1, 0.2, 1.4], [-0.5, 0.3, 0.0], [-1.1, -1.3, -1.0], [1.4, 2.9, 0.6], [0.1, 0.9, 0.4], [0.6, -0.5, 2.1], [-0.5, 0.5, -1.2], [0.4, -2.6, 0.4], [-0.2, -0.6, 0.6], [-0.8, -0.5, -0.8], [0.3, 0.1, 0.3], [-0.7, 0.0, -0.2], [0.5, 2.2, 0.1], [1.6, 1.1, 0.9], [-1.8, 0.0, -0.1], [-0.4, 0.0, 0.4], [2.7, -0.1, -0.9], [0.2, 0.5, -0.7], [0.9, 0.7, 0.2], [1.1, 1.2, -1.6], [0.2, 0.7, 1.0], [-0.1, -0.1, 0.1], [1.4, 0.5, 0.3], [2.0, -0.6, -3.6], [-0.6, -0.5, 0.0], [-0.9, -4.3, -0.5], [-0.2, -0.3, 0.0], [-1.0, 0.0, -0.5], [0.8, -0.1, 0.2], [-0.5, -0.2, -0.1], [-0.3, 0.1, -0.1], [-0.4, -0.7, 0.3], [-3.5, 2.0, -1.2], [-0.2, 0.1, 0.4], [0.7, -0.6, 0.4], [2.3, 0.1, -0.2], [0.6, -1.0, 0.0], [0.6, -2.3, 1.2], [-1.7, 1.4, -0.5], [-0.3, -1.0, 0.6], [-2.0, 0.7, -0.1], [0.9, -0.5, 0.0], [-0.8, -1.4, 1.3], [-1.9, -0.7, 0.4], [0.3, 0.9, -1.3], [0.9, 1.7, -1.2], [-0.6, 0.0, 0.9], [-0.6, -0.9, -0.8], [0.0, -0.1, -0.1], [-2.0, -0.1, -0.4], [1.5, 1.2, 0.3], [-0.1, -1.4, 1.5], [0.5, -0.9, 0.6], [0.2, -0.2, 0.5], [0.1, 0.5, -0.2], [0.2, 0.0, -0.1], [-0.2, 1.0, -0.8], [0.2, -1.3, 1.6], [0.2, 0.3, 0.1], [0.7, 0.2, -1.1], [-1.0, 0.5, 1.9], [0.5, 0.2, -0.4], [0.0, -0.2, 0.3], [-0.7, 1.0, -0.7], [-0.1, -0.7, 0.4], [0.4, 0.4, -0.5], [0.2, -0.4, 0.4], [-0.1, 0.0, -0.3], [-0.5, -0.7, 0.1], [-0.4, -0.1, -0.2], [-1.4, 0.8, 0.1], [-0.2, 1.1, 0.9], [-0.4, 0.2, 0.2], [-0.1, -0.2, -0.1], [-0.2, 0.0, 0.0], [0.3, 1.1, -1.3], [-0.3, 0.5, -0.2], [-0.3, -0.1, 0.1], [-0.6, 1.2, 0.3], [0.2, 0.3, 0.2], [1.1, 0.2, -0.1], [-0.8, -0.4, -0.2], [-0.4, -0.2, 1.1], [0.3, -0.3, 0.2], [3.3, 0.5, -0.6], [0.0, -0.8, -0.7], [0.5, -0.5, 0.0], [0.1, 0.1, 0.1]], "lowdin_charge": [0.090, 0.124, 0.120, 0.113, -0.230, 0.041, -0.121, 0.054, -0.173, -0.016, -0.199, 0.006, 0.113, 0.118, 0.054, -0.138, -0.114, 0.113, -0.296, 0.129, 0.122, -0.065, 0.118, 0.081, 0.008, -0.170, -0.197, -0.301, 0.082, 0.078, -0.167, 0.087, 0.105, 0.103, 0.035, 0.123, 0.072, -0.065, 0.120, -0.038, -0.069, -0.149, -0.209, 0.093, -0.145, -0.019, -0.197, 0.064, -0.167, -0.312, 0.091, -0.143, -0.179, 0.053, 0.089, 0.113, 0.117, 0.079, -0.066, -0.172, 0.124, -0.152, -0.165, 0.084, 0.084, 0.120, 0.106, 0.085, 0.114, 0.129, 0.125, 0.090, 0.029, -0.066, 0.116, 0.083, 0.104, -0.031, -0.127, 0.085, -0.113, 0.108, -0.092, 0.089, 0.096, 0.114, -0.042, -0.091, 0.098, 0.108], "smiles": "O=[N+]([O-])c1ccccc1.O=[N+]([O-])c1ccccc1.O=[N+]([O-])c1ccccc1.COCCOC.COCCOC.COCCOC"}

=====

No. 3
{"formula": "H6IO3", "method": "the ωB97M-V functional and the def2-TZVPD basis", "species": ["O", "O", "H", "H", "H", "H", "O", "I", "H", "H"], "positions_angstrom": [[-1.058, 1.275, 1.440], [1.773, -1.003, -1.402], [-0.564, 0.270, -0.070], [0.863, -0.828, -1.645], [-0.560, 0.458, 1.412], [-0.453, 0.263, -1.580], [-0.582, 0.848, -0.833], [0.353, -1.075, 0.951], [-1.484, 1.267, 2.298], [1.712, -1.475, -0.572]], "forces_ev_per_a": [[-1.9, 3.1, 1.2], [1.6, 0.1, -2.6], [-0.6, 0.2, -0.8], [0.2, -0.1, 0.2], [0.0, 0.4, 1.0], [-0.2, 0.1, -0.1], [-0.7, 1.9, -2.8], [1.5, -5.4, 3.7], [-0.1, 0.0, 0.3], [0.1, -0.2, 0.0]], "lowdin_charge": [-0.224, -0.247, -0.268, -0.058, -0.364, -0.009, -0.213, 0.597, 0.019, -0.232], "charge": -1}

=====

No. 4
{"formula": "C4H12N2O", "method": "the ωB97M-V functional and the def2-TZVPD basis", "species": ["N", "H", "H", "H", "O", "H", "H", "H", "H", "H", "C", "C", "H", "H", "C", "C", "H", "H", "N"], "positions_angstrom": [[-0.945, -1.159, -0.779], [0.809, 2.450, -1.205], [-1.819, -1.423, -0.334], [1.546, -1.424, 2.218], [0.459, 2.004, -1.981], [-0.387, 1.970, 0.500], [1.365, 0.649, 1.143], [-0.191, -1.719, 2.223], [1.299, 0.227, -1.281], [0.928, -2.301, 0.914], [-0.560, 0.929, 0.785], [0.660, -1.480, 1.593], [-1.527, 0.767, 1.267], [0.254, 0.133, -2.700], [-0.815, 0.228, -0.855], [0.372, 0.616, -1.727], [-0.176, -1.553, -0.135], [-1.733, 0.735, -1.152], [0.462, 0.350, 1.507]], "forces_ev_per_a": [[1.1, -2.2, 1.3], [0.0, 0.0, 0.0], [0.0, 0.0, -0.1], [-0.1, 0.1, 0.3], [0.1, 0.2, 0.0], [0.1, 0.0, 0.7], [0.0, -0.2, 0.1], [0.0, -0.2, -0.2], [0.0, 0.0, 0.0], [-0.4, 0.7, -0.8], [-1.9, -1.2, -4.0], [0.4, 2.8, 1.7], [0.0, 0.3, 0.0], [0.1, 0.0, 0.0], [0.7, 2.5, 2.6], [-0.4, -0.3, -0.1], [-1.8, 0.9, -1.8], [0.1, -0.2, -0.4], [2.2, -3.4, 0.5]], "lowdin_charge": [0.017, 0.071, 0.081, 0.043, -0.063, 0.094, 0.067, 0.051, 0.116, 0.050, -0.231, -0.023, 0.094, 0.120, -0.350, -0.258, 0.040, 0.130, -0.047]}

=====

No. 5
{"formula": "C27H30F3N2O6", "method": "the ωB97M-V functional and the def2-TZVPD basis", "species": ["H", "H", "H", "C", "H", "H", "C", "C", "C", "C", "C", "C", "C", "H", "O", "H", "C", "H", "C", "C", "H", "O", "H", "C", "H", "N", "F", "H", "C", "H", "H", "H", "H", "F", "H", "H", "C", "H", "H", "H", "O", "C", "O", "N", "H", "C", "C", "C", "C", "C", "H", "C", "H", "C", "C", "C", "C", "H", "F", "H", "O", "O", "H", "H", "H", "C", "H", "C"], "positions_angstrom": [[2.605, 1.012, 0.432], [-6.841, -0.449, 1.015], [-6.666, -3.076, 2.816], [-3.634, -2.211, 1.935], [7.522, -2.921, 0.650], [1.291, -0.345, -1.274], [-3.333, 5.403, -1.878], [-3.585, 6.622, -1.259], [7.410, -2.628, -2.734], [2.367, -1.935, 1.453], [1.071, -1.447, -0.913], [7.815, -3.057, -0.386], [-4.975, 7.256, -3.130], [5.178, -1.745, 3.034], [-5.671, 3.621, 2.044], [-5.609, -4.251, 1.674], [7.057, -2.478, -1.397], [10.194, -4.536, -2.315], [3.579, 0.369, 0.514], [-4.406, 7.556, -1.891], [2.173, -2.461, 2.499], [-0.851, 1.715, 0.946], [-4.602, 8.516, -1.419], [-2.520, -1.009, 1.868], [9.539, -4.269, 0.066], [-5.856, 2.400, 1.945], [-8.738, -3.336, 1.124], [-2.651, 3.759, 0.737], [0.993, -1.390, 0.739], [6.800, -2.169, -3.505], [3.746, -0.147, -0.527], [-3.140, 6.835, -0.292], [5.751, -0.416, 1.726], [-2.541, 4.508, -1.273], [4.449, 1.132, 0.803], [5.188, -2.128, 1.096], [-6.132, -3.195, 1.755], [1.908, -2.185, -1.306], [2.959, -2.741, 0.809], [-5.169, 5.794, -4.704], [-2.614, 3.221, 1.602], [5.020, -1.325, 1.947], [-5.317, 1.984, 0.754], [-5.135, -2.029, 1.627], [3.151, -0.150, 2.740], [-0.394, -2.098, 1.342], [8.546, -3.366, -3.065], [-4.721, 6.027, -3.741], [-3.074, 0.500, 1.434], [-4.701, 0.667, 1.114], [0.896, -0.241, 1.036], [8.945, -3.805, -0.718], [8.835, -3.483, -4.107], [-7.323, -3.168, 0.628], [9.311, -3.957, -2.056], [-2.126, 1.842, 1.328], [-3.891, 5.098, -3.115], [-5.619, 7.983, -3.621], [5.969, -1.764, -1.079], [-3.675, 4.141, -3.579], [-7.142, -2.964, -0.700], [-1.089, -1.116, 2.190], [-0.001, -1.727, -1.291], [0.000, -2.960, 2.067], [-3.249, -3.285, 2.276], [-5.699, -0.669, 1.231], [-1.054, -2.597, 0.515], [3.476, -0.732, 1.767]], "forces_ev_per_a": [[1.7, -1.2, 0.2], [2.5, -1.1, 0.5], [1.2, -0.4, -2.4], [0.4, 2.4, -0.4], [0.0, 0.0, -0.1], [-0.3, -2.4, 0.5], [-1.1, 1.3, -0.8], [0.1, -0.1, 0.1], [-0.1, 0.0, 0.0], [1.2, -0.2, 0.6], [-0.3, 0.6, 0.6], [-0.1, 0.0, 0.0], [0.0, 0.0, 0.1], [-0.2, 0.7, -2.3], [-1.3, -5.4, -0.4], [-0.9, 2.4, 0.1], [1.1, -0.7, -0.3], [-0.2, 0.1, 0.1], [-0.2, 0.3, 0.8], [0.0, -0.4, -0.3], [0.1, 1.1, -2.2], [-8.5, 0.1, 2.5], [0.1, -0.2, -0.1], [-2.1, 1.3, -0.6], [-0.1, 0.1, -0.1], [0.4, 6.7, 2.0], [5.0, 0.4, -1.1], [0.4, -1.3, 1.3], [0.0, 0.8, 0.2], [0.0, 0.0, 0.1], [0.0, 1.0, 2.1], [0.0, 0.0, -0.1], [-1.4, -2.1, 0.7], [0.4, -0.6, 0.5], [-1.8, -1.8, -0.9], [-0.2, 1.6, 2.0], [-1.5, -0.6, 1.1], [-1.9, 1.5, 0.8], [-1.6, 1.7, 1.1], [0.1, 0.0, 0.2], [0.1, -3.7, -1.7], [-0.8, 0.5, -0.4], [2.7, -4.4, -0.3], [2.0, 3.8, -0.9], [0.6, -1.1, -1.9], [2.8, -2.1, -0.3], [0.0, 0.0, 0.5], [0.1, 0.2, 0.4], [-3.2, -1.3, 0.4], [1.3, -3.8, 0.8], [0.1, -2.5, -0.6], [-0.2, 0.1, -0.4], [-0.1, 0.0, 0.2], [-0.9, 1.4, -7.6], [0.0, 0.0, 0.0], [6.4, 1.3, -2.3], [0.1, -0.1, 0.1], [0.1, -0.2, 0.1], [-0.3, 0.2, 0.0], [0.0, 0.1, 0.1], [-1.3, -1.6, 10.4], [-5.3, -0.3, -1.7], [2.2, 0.4, 0.4], [-1.2, 1.8, -1.5], [-1.3, 2.5, -0.9], [3.8, 1.3, 0.4], [1.0, 1.3, 1.6], [0.4, 0.4, -0.9]], "lowdin_charge": [0.065, 0.169, 0.173, 0.137, 0.106, 0.085, -0.292, -0.017, -0.018, -0.159, -0.084, -0.020, -0.086, 0.086, 0.082, 0.171, -0.289, 0.103, -0.114, -0.073, 0.118, 0.045, 0.110, -0.020, 0.107, -0.008, -0.015, 0.124, -0.281, 0.115, 0.083, 0.116, 0.088, 0.046, 0.094, 0.064, -0.043, 0.097, 0.121, 0.109, -0.001, -0.115, -0.080, -0.077, 0.135, -0.143, -0.079, -0.076, 0.166, -0.001, 0.121, -0.079, 0.107, -0.144, -0.094, -0.207, -0.019, 0.106, 0.040, 0.115, 0.040, -0.109, 0.071, 0.139, 0.164, 0.149, 0.131, -0.355], "charge": 1}

=====

Looking at orbital gap for the records above, in order, we have 10.0 8.7 7.7 8.9 4.5 eV.
Looking at total energy for the records above, in order, we have -1872.2925 -2236.7050 -527.0018 -344.2330 -1906.4743 Ha.